Entry from OMol25: 2 unconnected molecules or ions with the total composition C4H16N7O3 in a non-equilibrium geometry (ωB97M-V/def2-TZVPD).

E_HOMO = -12.703 eV
multiplicity = 1
charge = +1
LUMO = -2.63 eV
largest force on an atom = 0.09391 Eh/bohr
ΔE to the lowest compared entry with this formula, charge and spin = 0.054 eV
calculated total energy = -770.8192 hartree

Each line ends with the Mulliken charge.
Atoms and positions in Å:
C 1.4193 -0.1809 -0.7150  0.85
C 0.3864 0.4770 0.2108  -0.43
C 0.5544 -1.3481 -1.6115  0.76
C -2.7575 1.7033 2.8389  0.72
N -1.5094 1.9222 2.7166  -0.70
N 2.0430 0.6825 -1.6847  -0.64
N 2.4055 -0.8317 0.1875  -0.68
N -0.4227 1.4106 -0.1687  -0.22
N 0.2767 0.0035 1.4549  -0.20
N 1.4023 -2.3750 -1.7864  -0.65
N 0.1728 -0.6455 -2.7891  -0.55
O -0.6362 -1.6810 -0.8002  -0.57
O -3.1794 0.4886 2.2806  -0.53
O -3.7596 2.3682 3.2890  -0.41
H -1.2212 2.8726 2.9739  0.14
H 1.6245 0.4126 -2.6316  0.43
H 3.0235 0.4528 -1.6333  0.32
H 3.1081 -0.2133 0.5672  0.25
H 2.6332 -1.6267 -0.3086  0.27
H -0.5744 1.6871 -1.1272  0.25
H -1.1391 1.7370 0.5150  0.22
H 0.9502 -0.6261 1.7551  0.26
H -0.2429 0.5332 2.1245  0.21
H 2.2999 -2.0247 -2.1114  0.16
H 1.1808 -3.2622 -2.2066  0.23
H -0.0182 -1.2157 -3.5783  0.24
H -0.7630 -0.1121 -2.7594  0.20
H -0.2714 -2.3835 -0.2889  0.37
H -2.4246 -0.0882 2.1706  0.33
H -4.5611 1.8635 3.1163  0.36